Here is a 4-piece molecular cluster, C17H28ClFO9S overall at a distorted geometry from the OMol25 dataset. Energies are from ωB97M-V/def2-TZVPD.

- calculated total energy (eV) = -62581.554
- orbital gap (eV) = 10.23

Cartesian coordinates (Å):
O: -3.37197 -1.00314 2.29611
S: -2.16246 -0.04503 2.00536
O: -2.30159 0.37595 0.35986
C: -1.18934 -0.28595 -0.38898
C: 0.06024 0.72824 -0.72255
F: 0.10570 1.13711 -2.17599
O: -2.40472 1.27282 3.05696
C: -1.74193 2.49937 2.59104
C: -0.59568 3.08101 3.65475
C: 0.60770 1.92009 3.66956
Cl: 1.78252 2.24200 5.07160
H: -0.82433 -1.23290 0.23372
H: -1.61658 -0.64409 -1.43737
H: 0.12698 1.67335 -0.03541
H: 1.07749 0.12701 -0.55468
H: -2.59970 3.32500 2.50491
H: -1.20104 2.41532 1.55768
H: -0.16332 4.08247 3.19404
H: -1.04298 3.27770 4.72107
H: 0.14425 0.82189 3.73092
H: 1.11450 1.99109 2.59842
O: -1.80985 -3.73815 -0.89747
C: -1.03149 -3.62446 -1.82988
O: -0.51470 -2.43642 -2.26078
C: 0.26758 -2.66341 -3.43223
C: 0.64626 -4.12044 -3.38147
C: -0.54065 -4.74641 -2.69387
H: -0.34047 -2.42227 -4.31047
H: 1.14680 -2.01268 -3.42030
H: 0.85548 -4.54543 -4.36675
H: 1.54085 -4.24983 -2.76020
H: -1.32533 -5.01969 -3.40479
H: -0.24631 -5.60859 -2.09102
O: 1.59534 6.75320 5.36504
C: 1.29554 6.52248 6.52482
O: 0.35441 7.21678 7.22938
C: 0.34223 6.75220 8.57838
C: 0.94046 5.37069 8.52870
C: 1.92848 5.47918 7.39492
H: 0.93516 7.44021 9.19014
H: -0.68489 6.73876 8.95449
H: 1.39269 5.06311 9.47529
H: 0.16462 4.63950 8.27092
H: 2.90199 5.84143 7.73677
H: 2.03291 4.53144 6.86173
O: 1.86797 -5.63638 -6.05699
C: 1.07745 -5.13680 -6.84037
O: -0.12790 -4.60415 -6.48315
C: -0.83383 -4.21233 -7.65955
C: 0.22383 -4.03321 -8.71699
C: 1.25862 -5.05778 -8.32600
H: -1.54924 -5.00058 -7.91646
H: -1.38160 -3.28480 -7.46914
H: -0.15745 -4.16222 -9.73342
H: 0.65615 -3.02792 -8.64277
H: 1.04757 -6.03710 -8.76441
H: 2.26760 -4.72724 -8.58315

Here is one molecule with the formula C5H6O from the OMol25 dataset. Energies are from ωB97M-V/def2-TZVPD.

- ΔE to the lowest compared entry with this formula, charge and spin (kJ/mol) = 368.5
- calculated total energy (eV) = -7325.466
- orbital gap (eV) = 9.45

Cartesian coordinates (Å):
C: -1.43040 0.41575 0.21080
C: -0.45160 -0.74145 -0.00706
C: 0.93876 -0.28570 -0.41764
C: 1.61337 -0.14225 -1.52181
C: 1.86024 0.28048 0.66424
O: 1.38756 0.81952 1.63884
H: -1.06065 1.08376 0.99170
H: -1.56186 0.98854 -0.71206
H: -2.41142 0.03373 0.51493
H: -0.83871 -1.43130 -0.76499
H: -0.33230 -1.31695 0.91924
H: 2.95135 0.14331 0.53711

Here is an isolated ion of composition C16H37BClO4P2 and charge -1 at a distorted geometry from the OMol25 dataset. Energies are from ωB97M-V/def2-TZVPD.

- ΔE to the lowest compared entry with this formula, charge and spin (kJ/mol) = 142.3
- calculated total energy (eV) = -57162.932
- orbital gap (eV) = 6.39
- total charge = -1

Cartesian coordinates (Å):
C: -5.68198 5.73876 -4.45410
C: -5.33664 5.30774 -2.98869
C: -5.72718 3.80904 -2.67651
C: -5.97013 3.70293 -1.12766
C: -5.59233 2.31910 -0.51556
C: -4.06824 2.15910 -0.16902
C: -3.92092 1.84904 1.36144
C: -2.44054 1.68806 1.83675
C: -2.13474 0.28478 2.49606
C: -0.96323 -0.50192 1.78466
C: 0.27553 -0.65285 2.71552
C: 1.30126 -1.74856 2.26390
C: 2.55139 -1.16143 1.49251
C: 3.90264 -1.76924 2.03153
C: 5.10366 -1.58999 1.04486
C: 5.90515 -2.91182 0.77635
B: 5.29930 -3.82319 -0.44687
P: 5.24287 -5.72599 0.00798
O: 6.76859 -5.99600 0.76348
Cl: 3.69562 -5.87255 1.44972
P: 6.34728 -3.71666 -2.07012
O: 6.11349 -2.47105 -2.90010
O: 5.87039 -5.05513 -3.02260
O: 8.00236 -3.98822 -1.76691
H: -6.50575 6.48130 -4.50959
H: -5.92649 4.87750 -5.11472
H: -4.80462 6.22872 -4.93312
H: -5.88845 5.99340 -2.31049
H: -4.24522 5.38351 -2.81089
H: -4.98353 3.09105 -3.06896
H: -6.68108 3.63016 -3.22411
H: -7.06476 3.84383 -0.96725
H: -5.47435 4.56435 -0.64044
H: -6.14905 2.23233 0.44696
H: -5.93649 1.49158 -1.16400
H: -3.70991 1.24404 -0.69663
H: -3.43860 3.00760 -0.50151
H: -4.53147 0.93554 1.54466
H: -4.42193 2.66522 1.93009
H: -1.69430 1.89744 1.04744
H: -2.27402 2.43199 2.64819
H: -3.03777 -0.36463 2.51575
H: -1.83228 0.42231 3.55891
H: -0.75080 0.03161 0.83550
H: -1.30836 -1.52794 1.52898
H: -0.06550 -0.91680 3.73950
H: 0.81439 0.31770 2.81653
H: 1.71632 -2.20377 3.18958
H: 0.83685 -2.52236 1.61960
H: 2.46321 -1.26117 0.39421
H: 2.57801 -0.07601 1.75312
H: 4.13158 -1.18734 2.95375
H: 3.73187 -2.82838 2.32821
H: 5.82172 -0.88726 1.53511
H: 4.80839 -1.09678 0.09570
H: 5.97204 -3.55011 1.68792
H: 6.95342 -2.60247 0.54356
H: 4.16268 -3.53332 -0.67410
H: 7.39035 -6.28408 0.09769
H: 6.48699 -5.09434 -3.76219
H: 8.31330 -4.70841 -2.31959

Here is CAlF4NO2S2 as an isolated structure at a distorted geometry from the OMol25 dataset. Energies are from ωB97M-V/def2-TZVPD.

- ΔE to the lowest compared entry with this formula, charge and spin (kJ/mol) = 0.0
- calculated total energy (eV) = -45736.101
- orbital gap (alpha / beta) (eV) = 4.88 / 4.87
- total charge = +2

Cartesian coordinates (Å):
Al: -1.50106 1.23739 1.58482
F: -2.45499 0.43229 0.11480
N: -0.20355 -1.20547 -0.42662
S: -1.74518 -1.47717 -0.43247
O: -2.15539 -1.79955 -1.79748
S: 0.65020 -0.61666 0.84399
O: -0.07998 0.43498 1.68078
C: 1.68855 0.55060 -0.22267
F: 2.54043 1.14682 0.58975
F: 2.33319 -0.15244 -1.12754
F: 0.92778 1.44921 -0.80734

Here is C6H2N as an isolated structure at a distorted geometry from the OMol25 dataset. Energies are from ωB97M-V/def2-TZVPD.

- ΔE to the lowest compared entry with this formula, charge and spin (kJ/mol) = 337.1
- calculated total energy (eV) = -7726.215
- orbital gap (alpha / beta) (eV) = 7.79 / 8.25
- total charge = +1

Cartesian coordinates (Å):
C: 0.70481 -1.73773 0.30788
C: 1.61410 -0.77292 0.12432
C: -0.52533 -1.30402 -0.13492
C: -0.55927 1.41994 -0.07026
C: 1.25450 0.48615 -0.10210
C: -0.28758 0.02280 -0.38546
N: 0.68035 1.74597 0.29909
H: -1.48404 -1.96130 -0.14982
H: -1.39754 2.10111 0.11126

Here is C57H38Cl5I4KN8O as an isolated structure at a distorted geometry from the OMol25 dataset. Energies are from ωB97M-V/def2-TZVPD.

- calculated total energy (eV) = -185027.248
- orbital gap (eV) = 4.47
- total charge = -2

Cartesian coordinates (Å):
K: 0.03050 -0.89877 -0.15703
I: -4.95192 -3.90982 8.07017
C: -3.85128 -3.02748 6.47913
C: -3.83057 -3.64426 5.24437
C: -3.12876 -3.04774 4.21222
C: -2.46512 -1.84058 4.40691
C: -2.50928 -1.24317 5.66150
C: -3.20301 -1.83084 6.70401
C: -1.72127 -1.21333 3.28766
C: -2.27923 -0.12201 2.69761
C: -3.40609 0.64530 3.16084
C: -3.73417 1.61045 2.27829
C: -2.85693 1.51720 1.09959
C: -2.55464 2.61952 0.16120
C: -3.69181 3.50379 -0.11196
C: -4.30431 3.53834 -1.37231
C: -5.39914 4.34152 -1.62186
C: -5.90319 5.13585 -0.60722
I: -7.61301 6.35267 -0.96773
C: -5.30820 5.15535 0.64109
C: -4.22169 4.33940 0.87876
C: -1.37848 2.77420 -0.53725
N: -0.22186 2.09231 -0.36694
C: 0.73995 2.77668 -1.01034
C: 2.12113 2.60416 -0.93209
C: 2.97519 3.61465 -1.56934
C: 2.92897 3.87748 -2.94178
C: 3.76555 4.81302 -3.52166
C: 4.66322 5.50227 -2.72996
I: 5.97534 6.92584 -3.61845
C: 4.72652 5.28554 -1.36724
C: 3.88068 4.35331 -0.80080
C: 2.83522 1.56653 -0.24647
C: 4.18243 1.47438 -0.04588
C: 4.42372 0.06370 0.33717
C: 3.10202 -0.35777 0.99515
N: 2.19284 0.36199 0.15256
C: 2.89153 -1.32155 1.96541
C: 1.66389 -1.78163 2.47063
C: 1.49350 -2.85169 3.40605
C: 0.17348 -2.83888 3.75525
C: -0.42027 -1.75563 3.03222
N: 0.48466 -1.14638 2.26584
C: 4.11800 -1.94618 2.51799
C: 4.50711 -3.22761 2.13738
C: 5.65717 -3.80190 2.65099
C: 6.41930 -3.08859 3.55426
I: 8.19517 -3.94895 4.33525
C: 6.05525 -1.81820 3.95363
C: 4.90755 -1.25118 3.42870
C: 0.15251 3.94476 -1.68369
C: -1.15754 3.93450 -1.40405
N: -1.92773 0.38248 1.40992
H: -4.35573 -4.57334 5.07937
H: -3.10777 -3.51458 3.23946
H: -1.99320 -0.30825 5.81619
H: -3.23912 -1.36093 7.67677
H: -3.90012 0.46678 4.10235
H: -4.50073 2.35364 2.40189
H: -3.91859 2.90923 -2.16203
H: -5.86631 4.34267 -2.59712
H: -5.67700 5.81001 1.41883
H: -3.73915 4.38554 1.84297
H: 2.23571 3.33049 -3.56443
H: 3.72100 5.00293 -4.58350
H: 5.41459 5.84378 -0.74863
H: 3.89589 4.19958 0.26701
H: 4.96620 2.12828 -0.38225
H: 5.39158 -0.23112 0.74152
H: 2.26242 -3.50839 3.77781
H: -0.31936 -3.49664 4.44941
H: 3.90084 -3.77702 1.43248
H: 5.95026 -4.79482 2.34233
H: 6.65827 -1.26950 4.66188
H: 4.61230 -0.25800 3.73647
H: 0.67975 4.68189 -2.26221
H: -1.90515 4.65374 -1.69435
N: -3.44143 -0.70413 -0.21024
C: -2.90789 0.15676 0.49952
H: -4.22420 -0.39217 -0.77721
C: 2.30356 0.15643 -4.62625
N: 0.88559 0.18277 -4.95330
C: 0.61591 -0.15580 -6.33087
C: 0.04538 -0.12287 -3.86805
N: 0.44068 -0.03947 -2.66307
N: -1.26376 -0.52980 -4.03961
C: -2.06796 -0.50403 -5.23383
C: -2.10478 -0.51748 -2.85910
H: 2.88351 0.35795 -5.52486
H: 2.61175 -0.80963 -4.21307
H: 2.54700 0.93205 -3.90077
H: 1.44850 0.19844 -6.94002
H: -0.27549 0.35568 -6.68498
H: 0.51498 -1.23629 -6.49416
H: 1.40149 0.21846 -2.52149
H: -1.64038 -1.10296 -6.03441
H: -2.26887 0.51581 -5.60080
H: -3.02854 -0.95515 -4.97974
H: -1.49746 -0.37250 -1.97708
H: -2.62683 -1.46925 -2.76070
H: -2.83129 0.30046 -2.91672
O: 4.09030 -0.68965 -0.85923
C: 2.72625 -0.84368 -0.54023
Cl: 1.07174 -3.45081 -2.03530
C: -0.17816 -4.34992 -1.25039
C: -1.18428 -3.62697 -0.61243
C: -2.16509 -4.44483 -0.05977
Cl: -3.49491 -3.65804 0.73102
C: -2.17512 -5.83412 -0.10290
Cl: -3.43481 -6.77960 0.62872
C: -1.13449 -6.48942 -0.74840
Cl: -1.09623 -8.21718 -0.81900
C: -0.11960 -5.73607 -1.32525
Cl: 1.18544 -6.55201 -2.12594

Here is C5H8N as an isolated structure at a distorted geometry from the OMol25 dataset. Energies are from ωB97M-V/def2-TZVPD.

- ΔE to the lowest compared entry with this formula, charge and spin (kJ/mol) = 395.0
- calculated total energy (eV) = -6793.994
- orbital gap (eV) = 9.85
- total charge = +1

Cartesian coordinates (Å):
C: 0.69511 0.80251 -1.35799
C: 1.32723 0.52965 -0.20481
C: -0.65301 0.51932 -0.83290
C: 0.06259 0.21985 0.45797
C: -0.22754 -0.15172 1.80949
N: -0.81898 -0.87370 -0.93642
H: 1.10449 0.77332 -2.32994
H: 2.36535 0.33097 0.29186
H: -1.47979 1.26389 -0.88017
H: 0.35745 -0.99801 2.31986
H: -1.19423 -0.56028 1.83614
H: 0.03181 0.74613 2.43932
H: -1.57140 -1.31278 -1.39515
H: 0.00092 -1.28915 -1.21725

Q: Which formula does entry 2 have?
A: C5H6O

Q: What is the calculated total energy in the first record?
A: -62581.554 eV

Q: Look up the calculated total energy of the fourth one.
A: -45736.101 eV

Q: Which of these has the highest calculated total energy?
A: C5H8N